The following is a DFT calculation (the ωB97M-V functional and the def2-TZVPD basis) of 8 unconnected molecules or ions with the total composition C53H124N8O11.

Each line ends with the Mulliken charge.
Atoms and positions in Å:
O: 6.62 -4.35 -1.98  -0.48
O: 4.69 5.37 -5.05  -0.08
O: -4.03 -1.25 3.31  -0.37
O: -1.94 -0.45 7.03  -0.41
O: -0.70 6.90 -2.29  -0.37
O: 0.30 0.83 -4.61  -0.45
O: 1.72 -5.58 3.65  -0.33
O: 4.09 3.01 -2.39  -0.05
O: 1.83 -10.77 4.87  -0.28
O: 0.27 1.96 0.40  -0.19
O: -6.40 4.54 -2.18  -0.44
N: 0.85 0.48 4.81  -0.54
N: 2.65 5.45 -2.23  -0.41
N: 0.67 -7.97 4.36  -0.15
N: 6.53 -3.23 -1.09  0.44
N: -5.92 3.76 -3.35  0.16
N: 2.75 3.21 -5.47  -0.26
N: -5.06 -0.34 2.97  0.66
N: 1.61 -0.99 2.19  -0.51
C: 9.03 -3.38 -0.65  -2.04
C: 2.29 -6.73 3.00  -0.72
C: 2.02 -7.86 4.01  -0.32
C: 7.28 -4.36 0.91  -1.75
C: -4.65 0.94 2.49  1.53
C: 2.50 4.38 -1.31  0.19
C: 1.73 -4.39 2.91  -0.26
C: 0.44 -10.51 4.67  -0.60
C: -0.02 -0.44 5.42  1.18
C: 0.77 -1.40 6.31  -1.88
C: 0.78 -0.95 -0.11  -0.62
C: 6.08 -1.39 1.17  -0.90
C: 5.13 -1.40 0.01  0.08
C: -6.49 2.39 -3.49  1.88
C: -7.15 1.36 1.83  0.12
C: -6.34 1.45 -2.27  -2.17
C: -1.12 0.27 6.26  -0.74
C: -4.41 3.93 -3.52  1.53
C: -4.01 5.45 -3.63  -1.85
C: -3.19 -0.80 6.46  -0.28
C: -8.06 2.50 -3.95  -2.11
C: 0.78 -0.33 -4.08  -0.72
C: 4.87 1.87 -2.25  -0.99
C: -7.50 0.06 2.53  -1.31
C: 1.38 -0.05 1.02  1.49
C: -3.99 3.29 -4.93  -1.38
C: -6.35 -1.81 1.20  -1.65
C: 4.53 4.75 -6.31  -0.97
C: 0.47 6.39 -1.70  1.07
C: -5.88 1.69 -4.81  -1.31
C: 0.88 2.07 -4.09  1.15
C: 5.85 6.21 -4.98  -1.01
C: 5.17 -2.66 -0.91  1.31
C: 7.52 -1.85 0.74  -1.46
C: 3.06 4.20 -6.47  -0.46
C: -6.73 -1.97 3.75  -2.26
C: -3.60 1.67 3.39  -1.55
C: 1.30 3.04 -5.32  -0.87
C: -4.10 0.87 1.04  -0.60
C: 2.00 -12.11 4.44  -0.74
C: 7.57 -3.23 -0.03  1.77
C: -1.70 7.26 -1.31  -0.76
C: 3.83 3.56 -1.04  -1.03
C: 1.36 5.96 -2.78  -0.02
C: -6.37 -1.01 2.51  1.58
C: -4.42 1.84 -5.10  -0.56
C: -5.81 1.94 2.43  -1.58
C: 4.60 -2.20 -2.25  -1.60
C: 0.48 1.04 1.48  -1.71
C: -3.57 3.25 -2.51  -1.34
C: 0.09 -9.09 5.09  -0.86
C: -1.01 2.63 0.35  0.69
C: 4.15 -3.63 -0.29  -1.03
H: 4.51 4.30 -0.62  0.29
H: 5.17 -1.47 -2.81  0.47
H: -6.50 1.88 -5.69  0.46
H: 4.01 -4.55 -0.87  0.43
H: 3.66 -1.73 -1.96  0.20
H: -7.71 0.33 3.57  0.43
H: 1.85 -0.41 -3.94  0.34
H: -1.38 2.75 1.37  0.28
H: 4.84 5.34 -7.17  0.55
H: -5.39 0.94 -2.12  0.33
H: 5.90 7.03 -5.70  0.36
H: 4.23 1.15 -1.75  0.13
H: -8.52 1.59 -4.32  0.42
H: -2.67 7.48 -1.74  0.25
H: 1.41 -1.77 -0.46  0.18
H: 0.88 2.62 -6.23  0.48
H: -6.01 0.63 -4.59  0.43
H: -1.35 8.17 -0.81  0.36
H: 9.13 -4.35 -1.13  0.52
H: 4.58 -2.96 -3.04  0.36
H: -3.76 2.19 -2.66  0.24
H: 4.14 -1.12 0.37  -0.41
H: 5.86 6.73 -4.02  0.28
H: 1.67 2.04 -3.34  -0.23
H: 3.14 -3.25 -0.16  -0.07
H: -6.56 2.08 -1.41  0.52
H: 0.94 5.07 -3.25  -0.33
H: -7.97 2.07 1.77  0.49
H: -4.13 1.73 4.34  0.69
H: -5.49 2.75 1.77  0.55
H: -2.52 3.52 -2.61  0.04
H: -4.33 5.94 -2.71  0.47
H: 7.99 -5.19 0.92  0.42
H: -6.68 -1.59 4.77  0.32
H: 7.34 -4.06 -2.55  0.37
H: 2.28 -8.80 3.54  0.29
H: -0.60 -1.08 4.75  0.01
H: 0.41 -0.39 -0.98  -0.28
H: -0.11 -1.45 0.26  0.37
H: 3.02 -12.49 4.51  0.26
H: -2.92 5.51 -3.59  0.35
H: 0.07 -2.09 6.79  0.38
H: -2.91 3.33 -5.04  0.32
H: -0.46 0.64 1.84  0.28
H: -1.70 0.82 5.52  -0.02
H: 1.44 -12.70 5.16  0.32
H: 1.70 3.68 -1.55  -0.32
H: 0.19 -7.09 4.53  0.21
H: -3.80 3.43 -1.46  0.37
H: 4.53 -3.91 0.69  0.17
H: 3.30 5.16 -2.94  0.32
H: 1.71 0.56 5.34  0.28
H: 2.19 -1.75 1.87  0.07
H: -4.25 -1.57 4.20  0.21
H: 0.45 -1.13 -4.73  0.37
H: -7.02 5.04 -2.70  0.37
H: 0.89 7.05 -0.95  0.40
H: 2.32 0.40 0.69  -0.09
H: 0.39 -9.18 6.14  0.34
H: 3.32 -6.57 2.67  0.37
H: -1.00 -9.02 5.15  0.42
H: -4.41 5.96 -4.51  0.44
H: 9.11 -2.69 -1.50  0.40
H: 2.73 -4.21 2.51  0.05
H: -3.06 0.53 1.02  -0.11
H: -3.91 1.22 -4.37  0.27
H: -4.50 0.01 0.51  0.25
H: -8.37 3.28 -4.65  0.49
H: 9.94 -3.31 -0.06  0.36
H: 5.36 -0.50 -0.56  0.16
H: 1.38 6.66 -3.61  0.47
H: -0.21 -11.06 5.36  0.46
H: -8.36 -0.33 1.98  0.51
H: 5.20 3.96 -6.63  0.43
H: -5.35 -2.17 0.98  0.33
H: -6.12 -2.86 3.60  0.53
H: -8.79 2.75 -3.18  0.44
H: 6.35 -4.92 0.80  0.35
H: 0.01 5.51 -1.24  -1.13
H: -3.34 2.64 2.98  0.31
H: -7.77 -2.27 3.58  0.54
H: 0.04 -10.61 3.66  0.35
H: 5.22 1.40 -3.17  0.41
H: 2.72 -7.67 4.82  0.17
H: 1.17 0.15 3.91  0.23
H: 1.21 -1.00 7.22  0.43
H: -0.74 3.57 -0.13  -1.02
H: 5.80 2.10 -1.72  0.46
H: 2.33 4.97 -6.23  0.32
H: -0.71 1.07 6.88  0.39
H: 1.84 -6.95 2.03  0.37
H: 0.17 2.71 -3.56  -0.60
H: 2.90 3.90 -7.50  0.30
H: -5.99 2.48 3.36  0.34
H: 5.66 -2.07 1.90  0.26
H: 1.71 -12.27 3.40  0.30
H: 1.54 -3.59 3.63  -0.02
H: -6.99 -2.69 1.28  0.47
H: 6.03 -0.42 1.67  0.52
H: -3.86 -1.03 7.29  0.30
H: -1.85 6.44 -0.61  0.26
H: -3.04 -1.67 5.82  0.20
H: -6.61 -1.21 0.33  0.21
H: 1.11 -4.36 2.02  0.35
H: 3.60 2.89 -0.22  0.39
H: 7.86 -1.14 -0.02  0.38
H: 2.10 4.58 -0.31  0.50
H: -6.90 1.07 0.81  -0.43
H: 7.26 -4.03 1.95  0.31
H: 0.70 -1.38 2.36  0.25
H: -3.53 0.06 5.88  0.02
H: -4.26 1.72 0.37  0.03
H: -2.65 1.13 3.40  -0.19
H: -4.34 3.91 -5.75  0.51
H: 0.41 -0.62 -3.09  0.23
H: 6.76 5.62 -5.04  0.37
H: 0.86 1.57 2.36  0.42
H: 8.16 -1.79 1.62  0.50
H: 3.23 3.18 -4.58  0.12
H: -1.62 2.07 -0.37  0.23
H: -7.10 0.67 -2.18  0.59
H: 1.50 -1.94 5.71  0.45
H: -4.15 1.45 -6.09  0.44
H: 0.86 4.03 -5.30  0.44

LUMO   0.5 eV
SMILES string   CC1(C)CCCC(C)(C)N1O.CC1(C)CCCC(C)(C)N1O.CC1(C)CCCC(C)(C)N1O.COC[C@H](C)N.COC[C@H](C)N.COCCNCCOC.COCCNCCOC.COCCNCCOC
Net charge   0
Gap between HOMO and LUMO   0.316 Eh
M   1049.6 g mol⁻¹
HOMO   -8.1 eV
2S+1   1
ΔE to the lowest compared entry with this formula, charge and spin   610.1 kJ/mol